Entry 1:
DFT (wB97M-V/def2-TZVPD) results for 2 unconnected molecules or ions with the total composition C12H15FNO2.

Each line ends with the Mulliken charge.
Element x y z (Å)
H 2.56 0.11 0.64  0.1979
H -0.59 1.87 3.92  0.4132
H 0.61 -0.34 4.59  0.2645
H 2.34 -1.23 3.43  0.3890
H -0.10 -0.77 0.32  0.1649
C 1.93 -1.14 2.39  -0.8073
H -0.02 1.01 -5.76  0.4147
C -0.41 0.70 -4.80  -0.3775
C -0.52 -0.64 1.34  -0.4079
C -1.63 -0.20 -2.37  -0.1355
C 0.28 0.83 -3.67  -0.4544
O 0.37 0.51 -1.34  -0.4815
H -0.66 1.68 1.10  0.3384
F 3.87 0.20 2.18  -0.3189
H 0.08 -2.14 2.79  0.3121
H -2.02 -0.52 -1.41  0.3392
C -0.41 0.98 3.29  -0.2039
C -0.83 0.85 1.81  -0.5631
H 1.28 1.26 -3.65  0.4203
C -0.27 0.39 -2.37  0.5790
C -2.32 -0.33 -3.50  -0.4676
H 2.05 1.11 2.08  0.2009
C -1.77 0.11 -4.80  0.2415
H -3.32 -0.76 -3.52  0.4264
C 0.34 -1.08 2.58  -0.1346
H -1.96 0.83 1.88  0.3952
C 2.53 0.16 1.75  -0.0914
H 2.20 -2.04 1.80  0.3599
O -2.40 -0.02 -5.82  -0.5022
N 0.20 -0.09 3.69  0.0379
H -1.43 -1.29 1.40  0.4508

Summary:
- max |F| (eV/A) = 3.77
- orbital gap (Ha) = 0.305
- total charge = +1
- HOMO level (Eh) = -0.47057

***

Entry 2:
DFT (wB97M-V/def2-TZVPD) results for 3 unconnected molecules or ions with the total composition C35H63BrN4O2.

Each line ends with the Mulliken charge.
Element x y z (Å)
C -1.07 -5.14 -4.38  -1.0962
C 0.32 -0.65 3.74  -0.7507
H 1.66 2.73 -5.53  0.4162
H 1.47 4.35 -1.66  -0.0178
C 0.88 3.44 3.02  -1.0595
C 1.89 2.54 3.40  1.3760
C 0.44 -2.21 -4.94  -1.0920
H 0.47 1.69 4.71  0.4949
N 0.40 2.73 -3.89  0.4004
C 3.76 5.48 0.05  -0.4290
H -3.24 -2.78 2.50  -0.1997
H 2.45 2.46 -4.02  0.3789
C 1.13 4.39 2.10  0.0124
H -0.90 2.19 -6.20  0.2611
H -3.63 -0.70 3.69  -0.0224
C 0.63 -2.16 -1.35  -1.5912
H -5.76 -0.22 1.63  0.3791
H 2.45 4.85 -3.49  0.1383
H -5.16 0.09 3.88  0.3879
C 2.39 4.51 1.49  0.9531
H 1.33 -2.57 -4.42  0.2610
H -0.53 2.10 -2.16  0.4614
H -1.65 3.01 -3.95  0.4729
H -0.89 -4.75 -5.38  0.2362
C 0.47 3.92 -1.63  -0.4484
H 1.32 5.21 -4.80  0.2386
H -5.13 -1.64 3.77  0.2859
H -2.67 -3.76 -4.01  0.4649
H 1.01 -2.63 3.15  0.3313
C -4.81 -0.65 1.88  -0.5298
H -3.99 -0.05 1.50  0.3254
H 4.76 1.40 2.39  0.4204
H -0.98 -2.94 5.29  0.4981
C -3.27 -4.05 0.80  -0.4600
H -0.10 3.39 3.44  0.4667
H -4.26 -4.48 0.84  0.4472
O 0.13 5.23 1.72  -0.5933
C 3.39 3.62 1.88  0.5667
H 2.31 -0.10 3.24  0.5927
H -2.88 -5.48 2.36  0.4693
H 1.20 1.96 -2.14  0.3120
H -0.54 -1.03 -3.45  0.2399
H -1.85 3.68 -6.26  0.4408
C -1.79 -4.13 -3.49  -0.4932
C 5.30 2.45 4.10  0.3128
C 1.64 0.04 4.08  -0.5600
C 4.77 4.59 0.41  -0.5099
H -0.32 -4.06 -1.38  0.5581
N 2.57 5.49 0.57  -0.6162
H -1.64 -1.76 -4.56  0.3493
C -4.73 -2.01 1.20  -0.9690
H -0.18 -4.84 3.99  0.4192
H 0.87 -3.86 -2.65  0.2508
H 0.19 -2.93 -5.72  0.2861
C -4.67 -0.74 3.39  -0.8864
H -0.11 -5.46 -3.96  0.2617
C -0.73 -1.96 -3.98  -0.5672
H 2.11 -0.47 4.92  0.4578
C 1.68 3.07 -4.49  -0.7906
Br 5.44 1.71 5.95  -0.2542
C 2.11 4.54 -4.48  -0.8923
H 0.16 -0.51 2.68  0.0658
C 4.26 1.75 3.28  -1.1321
H -2.93 -3.96 -0.22  -0.0221
H -5.48 -2.66 1.62  0.3969
N 4.62 3.68 1.32  -0.4281
O 6.01 3.33 3.80  -0.4016
H -0.50 -0.26 4.33  0.5071
C -1.00 -4.24 3.63  -1.2677
H 5.73 4.66 -0.08  0.4743
C -3.37 -2.66 1.43  0.3335
H -1.67 -2.18 3.90  -0.4849
C 0.05 -3.35 -2.12  -0.4098
C 0.46 -2.16 3.95  -0.8317
C 1.51 1.52 4.45  -1.6039
C -0.75 3.42 -4.43  -0.4259
C -1.04 -4.35 2.10  -0.1235
H -1.69 -6.03 -4.49  0.4410
H 1.08 -2.31 4.83  0.5131
H 2.95 4.68 -5.16  0.3952
C -0.89 -2.85 4.22  0.0276
C 0.39 2.62 -2.44  -0.9261
H -4.87 -1.85 0.14  0.3678
C -2.33 -4.99 1.56  -1.2269
H 1.35 -2.52 -0.62  0.4477
H 0.70 -1.28 -5.43  0.4148
H -2.62 -2.02 0.99  0.2305
H -0.74 4.50 -4.19  0.2726
H -0.24 4.66 -1.97  0.2278
H 1.15 -1.46 -2.01  0.4487
H -0.25 -5.04 1.83  0.6017
H -0.16 -1.62 -0.82  0.2079
C -0.91 3.25 -5.93  -1.3684
H 3.98 6.21 -0.71  0.4866
H -0.11 3.75 -6.49  0.2906
H 3.94 0.88 3.82  0.6071
H 0.32 6.13 2.01  0.3057
H -1.91 -4.67 4.03  0.3839
N -1.04 -2.99 -3.00  0.2691
H -2.18 -4.66 -2.61  0.1156
H 0.25 3.70 -0.58  0.1344
C 3.13 2.64 2.86  0.0029
H 2.07 1.78 5.34  0.3964
H -0.81 -3.43 1.59  0.1090
H -2.06 -5.78 0.87  0.3806

Summary:
- max |F| (eV/A) = 1.27
- SMILES = CCCCCCCCCCCCCc1cc(O)c2nccnc2c1CC(=O)Br.CCN(CC)CC.CCN(CC)CC
- orbital gap (Ha) = 0.280
- total charge = 0
- HOMO level (Eh) = -0.29641

***

Entry 3:
DFT (wB97M-V/def2-TZVPD) results for a gas-phase ion, C3H6IN2 (charge +1).

Each line ends with the Mulliken charge.
Element x y z (Å)
N -2.54 0.39 0.39  -0.4709
H 1.85 -1.07 -1.76  0.3433
H -0.41 1.37 -0.44  0.1761
N 1.79 -0.30 -1.14  -0.1521
I -1.03 0.16 3.09  0.0961
C -0.19 0.32 0.13  -0.3184
H 1.36 0.42 -1.67  0.3565
H 0.72 -1.45 0.33  0.4393
H -3.39 0.54 0.91  0.3206
C 0.71 -0.57 -0.21  -0.0460
C -1.45 0.23 0.91  -0.1090
H 2.58 -0.06 -0.56  0.3646

Summary:
- max |F| (eV/A) = 4.52
- SMILES = [H]/N=C(I)/C=C/[NH3+]
- orbital gap (Ha) = 0.329
- total charge = +1
- HOMO level (Eh) = -0.47814

***

Entry 4:
DFT (wB97M-V/def2-TZVPD) results for a gas-phase ion, C4H7INO (charge +1).

Each line ends with the Mulliken charge.
Element x y z (Å)
H 0.18 0.35 1.95  0.3265
O 2.34 0.86 0.22  -0.4523
H -0.73 -2.27 -0.60  0.4050
I -2.92 -0.21 -0.18  0.2229
C 1.17 0.96 0.08  0.4104
C -0.05 0.69 0.94  -0.5663
C -0.76 -0.23 0.01  -0.5346
H -0.36 -2.02 0.93  0.3070
C 0.46 0.93 -1.21  -0.3267
H -0.58 1.61 1.01  0.3659
H -0.16 1.80 -1.35  0.3153
H 0.77 0.45 -2.08  0.3030
H 0.85 -1.33 0.16  0.4216
N -0.22 -1.59 0.10  -0.1978

Summary:
- max |F| (eV/A) = 4.19
- orbital gap (Ha) = 0.333
- total charge = +1
- HOMO level (Eh) = -0.50684

***

Among the records above, which one has the lowest orbital gap?
C35H63BrN4O2

***

Copy entry 1 word for word.
DFT (wB97M-V/def2-TZVPD) results for 2 unconnected molecules or ions with the total composition C12H15FNO2.

Each line ends with the Mulliken charge.
Element x y z (Å)
H 2.56 0.11 0.64  0.1979
H -0.59 1.87 3.92  0.4132
H 0.61 -0.34 4.59  0.2645
H 2.34 -1.23 3.43  0.3890
H -0.10 -0.77 0.32  0.1649
C 1.93 -1.14 2.39  -0.8073
H -0.02 1.01 -5.76  0.4147
C -0.41 0.70 -4.80  -0.3775
C -0.52 -0.64 1.34  -0.4079
C -1.63 -0.20 -2.37  -0.1355
C 0.28 0.83 -3.67  -0.4544
O 0.37 0.51 -1.34  -0.4815
H -0.66 1.68 1.10  0.3384
F 3.87 0.20 2.18  -0.3189
H 0.08 -2.14 2.79  0.3121
H -2.02 -0.52 -1.41  0.3392
C -0.41 0.98 3.29  -0.2039
C -0.83 0.85 1.81  -0.5631
H 1.28 1.26 -3.65  0.4203
C -0.27 0.39 -2.37  0.5790
C -2.32 -0.33 -3.50  -0.4676
H 2.05 1.11 2.08  0.2009
C -1.77 0.11 -4.80  0.2415
H -3.32 -0.76 -3.52  0.4264
C 0.34 -1.08 2.58  -0.1346
H -1.96 0.83 1.88  0.3952
C 2.53 0.16 1.75  -0.0914
H 2.20 -2.04 1.80  0.3599
O -2.40 -0.02 -5.82  -0.5022
N 0.20 -0.09 3.69  0.0379
H -1.43 -1.29 1.40  0.4508

Summary:
- max |F| (eV/A) = 3.77
- orbital gap (Ha) = 0.305
- total charge = +1
- HOMO level (Eh) = -0.47057